{
  "formula": "C51H44ClKN12O8P2S2",
  "method": "the ωB97M-V functional and the def2-TZVPD basis",
  "charge": -2,
  "de_lowest_kj_mol": 64.4,
  "lumo_energy_ev": 3.19,
  "gap_ev": 5.06,
  "total_energy_ha": -5768.4393,
  "elements": ["K", "N", "C", "N", "C", "N", "N", "C", "C", "C", "C", "C", "C", "N", "C", "C", "C", "C", "C", "C", "H", "H", "H", "H", "H", "H", "H", "H", "H", "H", "H", "S", "N", "C", "C", "C", "C", "C", "N", "C", "C", "N", "C", "C", "C", "C", "C", "N", "H", "H", "H", "H", "H", "H", "N", "C", "C", "P", "O", "O", "O", "P", "O", "O", "O", "H", "H", "H", "H", "H", "H", "H", "H", "C", "C", "C", "C", "C", "C", "C", "S", "O", "O", "N", "C", "C", "C", "C", "C", "C", "C", "C", "N", "C", "H", "H", "H", "H", "H", "H", "H", "H", "H", "H", "H", "H", "H", "Cl", "C", "C", "C", "C", "C", "C", "C", "H", "H", "H", "H", "H", "H"],
  "xyz": [[0.52, -0.37, 0.38], [-2.85, -3.67, -0.56], [-1.73, -2.76, -0.83], [-2.10, -1.37, -0.89], [-3.33, -1.01, -1.06], [-3.77, 0.27, -1.14], [-2.83, 1.17, -0.85], [-3.21, 2.40, -0.89], [-2.37, 3.51, -0.48], [-2.92, 4.80, -0.48], [-2.16, 5.88, -0.08], [-0.85, 5.66, 0.33], [-0.39, 4.35, 0.30], [-1.10, 3.31, -0.09], [-4.43, -2.02, -1.21], [-5.73, -1.67, -1.55], [-6.72, -2.64, -1.65], [-6.41, -3.97, -1.41], [-5.12, -4.33, -1.06], [-4.12, -3.36, -0.96], [-2.62, -4.65, -0.46], [-1.03, -2.88, -0.01], [-4.23, 2.64, -1.19], [-3.95, 4.93, -0.80], [-2.59, 6.88, -0.08], [-0.22, 6.47, 0.67], [0.62, 4.14, 0.63], [-5.93, -0.63, -1.71], [-7.73, -2.35, -1.91], [-7.17, -4.73, -1.48], [-4.87, -5.37, -0.87], [4.46, 5.18, -4.84], [3.18, 4.20, -5.02], [2.97, 3.62, -3.85], [1.93, 2.67, -3.53], [0.97, 2.25, -4.45], [0.02, 1.34, -4.04], [0.06, 0.88, -2.72], [0.97, 1.27, -1.85], [1.90, 2.15, -2.24], [2.90, 2.54, -1.23], [2.94, 1.75, -0.10], [3.32, 2.10, 1.04], [4.69, 3.87, 0.79], [4.83, 3.94, -0.53], [3.84, 3.51, -1.49], [3.90, 4.04, -2.84], [4.78, 4.92, -3.28], [0.98, 2.65, -5.46], [-0.75, 0.98, -4.71], [-0.69, 0.18, -2.35], [3.61, 1.38, 1.80], [5.46, 4.18, 1.49], [5.74, 4.39, -0.92], [4.73, -2.89, 0.74], [3.39, -3.18, 0.10], [3.33, -4.61, -0.38], [3.32, -1.97, -1.33], [4.09, -0.73, -0.59], [4.28, -2.52, -2.32], [1.89, -1.63, -1.59], [2.16, -2.77, 1.41], [2.92, -3.67, 2.59], [0.83, -3.37, 1.13], [2.33, -1.33, 1.75], [5.48, -3.21, 0.12], [4.78, -3.31, 1.67], [4.77, -1.86, 0.78], [4.14, -4.82, -1.08], [2.39, -4.75, -0.92], [3.34, -5.32, 0.45], [3.50, 0.02, -0.39], [2.35, -3.70, 3.36], [-1.13, 7.38, 4.45], [-0.52, 6.05, 4.08], [0.80, 5.75, 4.41], [1.36, 4.53, 4.07], [0.59, 3.58, 3.41], [-0.73, 3.86, 3.07], [-1.27, 5.09, 3.41], [1.32, 1.96, 2.99], [2.32, 1.74, 4.09], [3.53, 3.43, 1.40], [0.04, 1.02, 2.95], [-0.43, 0.39, 4.07], [-0.10, 0.71, 5.39], [-0.59, -0.03, 6.48], [-1.43, -1.09, 6.31], [-1.85, -1.42, 5.00], [-2.76, -2.47, 4.74], [-3.18, -2.72, 3.47], [-2.67, -1.91, 2.43], [-1.80, -0.95, 2.62], [-1.37, -0.69, 3.88], [-0.58, 7.86, 5.26], [-2.17, 7.27, 4.76], [-1.12, 8.06, 3.59], [1.40, 6.49, 4.93], [2.38, 4.28, 4.33], [-1.31, 3.11, 2.55], [-2.30, 5.31, 3.15], [0.57, 1.54, 5.57], [-0.28, 0.26, 7.48], [-1.79, -1.67, 7.15], [-3.12, -3.06, 5.58], [-3.88, -3.51, 3.24], [-3.00, -2.06, 1.41], [-0.32, -9.13, -2.54], [-0.50, -7.39, -2.44], [-1.08, -6.71, -3.49], [-1.23, -5.33, -3.39], [-0.79, -4.63, -2.27], [-1.00, -3.15, -2.14], [-0.20, -5.35, -1.23], [-0.06, -6.73, -1.31], [-1.42, -7.24, -4.36], [-1.69, -4.79, -4.20], [-1.58, -2.76, -2.98], [-0.03, -2.64, -2.13], [0.14, -4.82, -0.35], [0.39, -7.28, -0.49]]
}

***

{
  "formula": "C16H26BN6Ru",
  "method": "the ωB97M-V functional and the def2-TZVPD basis",
  "charge": 2,
  "lumo_energy_ev": [-7.66, -8.65],
  "multiplicity": 2,
  "gap_ev": [6.65, 5.63],
  "total_energy_ha": -1072.9789,
  "elements": ["Ru", "C", "C", "N", "C", "C", "N", "C", "C", "N", "C", "C", "N", "C", "C", "C", "C", "C", "C", "C", "N", "H", "H", "H", "H", "H", "H", "H", "H", "H", "H", "H", "H", "H", "H", "H", "H", "H", "H", "H", "H", "H", "H", "H", "B", "C", "N", "H", "H", "H"],
  "xyz": [[0.26, 0.14, 0.55], [0.77, 4.40, 0.10], [0.33, 2.97, 0.09], [1.12, 1.97, 0.23], [2.56, 2.05, 0.33], [3.14, 0.98, -0.60], [2.24, -0.21, -0.74], [2.84, -1.51, -0.38], [2.66, -1.76, 1.09], [1.23, -1.67, 1.44], [0.41, -2.89, 1.16], [-0.76, -2.62, 0.22], [-1.20, -1.24, 0.40], [-2.41, -0.82, 0.23], [-3.60, -1.71, 0.13], [-2.50, 0.66, 0.06], [-3.61, 1.43, -0.24], [-3.44, 2.79, -0.47], [-2.19, 3.38, -0.38], [-1.11, 2.58, -0.03], [-1.30, 1.27, 0.17], [1.42, 4.58, 0.95], [-0.08, 5.07, 0.18], [1.31, 4.65, -0.81], [2.84, 1.84, 1.36], [2.95, 3.03, 0.06], [4.11, 0.66, -0.21], [3.31, 1.41, -1.59], [1.92, -0.26, -1.70], [3.90, -1.55, -0.64], [2.34, -2.30, -0.95], [3.19, -1.00, 1.67], [3.08, -2.73, 1.36], [1.17, -1.49, 2.44], [0.02, -3.26, 2.11], [1.03, -3.68, 0.74], [-1.56, -3.34, 0.39], [-0.45, -2.73, -0.82], [-3.58, -2.29, -0.79], [-4.52, -1.15, 0.16], [-3.60, -2.42, 0.97], [-4.59, 0.98, -0.32], [-4.30, 3.39, -0.75], [-2.06, 4.43, -0.58], [-0.03, 0.06, 5.17], [0.03, 0.37, 3.67], [0.16, 0.57, 2.53], [-1.12, -0.35, 5.51], [-0.01, 1.12, 5.75], [0.77, -0.81, 5.39]]
}

***

{
  "formula": "C4H2O2",
  "method": "the ωB97M-V functional and the def2-TZVPD basis",
  "de_lowest_kj_mol": 453.0,
  "lumo_energy_ev": 0.10,
  "gap_ev": 8.96,
  "total_energy_ha": -303.8373,
  "elements": ["C", "C", "C", "C", "O", "O", "H", "H"],
  "xyz": [[0.69, -1.50, -1.00], [-0.58, -1.39, -1.07], [-2.08, -0.34, -0.40], [0.11, -0.28, -0.19], [-2.72, 0.44, 0.17], [-2.00, -1.34, -1.16], [0.15, -0.35, 0.89], [0.31, 0.70, -0.60]]
}

***

Please write out number 2 again, unchanged.
{
  "formula": "C16H26BN6Ru",
  "method": "the ωB97M-V functional and the def2-TZVPD basis",
  "charge": 2,
  "lumo_energy_ev": [-7.66, -8.65],
  "multiplicity": 2,
  "gap_ev": [6.65, 5.63],
  "total_energy_ha": -1072.9789,
  "elements": ["Ru", "C", "C", "N", "C", "C", "N", "C", "C", "N", "C", "C", "N", "C", "C", "C", "C", "C", "C", "C", "N", "H", "H", "H", "H", "H", "H", "H", "H", "H", "H", "H", "H", "H", "H", "H", "H", "H", "H", "H", "H", "H", "H", "H", "B", "C", "N", "H", "H", "H"],
  "xyz": [[0.26, 0.14, 0.55], [0.77, 4.40, 0.10], [0.33, 2.97, 0.09], [1.12, 1.97, 0.23], [2.56, 2.05, 0.33], [3.14, 0.98, -0.60], [2.24, -0.21, -0.74], [2.84, -1.51, -0.38], [2.66, -1.76, 1.09], [1.23, -1.67, 1.44], [0.41, -2.89, 1.16], [-0.76, -2.62, 0.22], [-1.20, -1.24, 0.40], [-2.41, -0.82, 0.23], [-3.60, -1.71, 0.13], [-2.50, 0.66, 0.06], [-3.61, 1.43, -0.24], [-3.44, 2.79, -0.47], [-2.19, 3.38, -0.38], [-1.11, 2.58, -0.03], [-1.30, 1.27, 0.17], [1.42, 4.58, 0.95], [-0.08, 5.07, 0.18], [1.31, 4.65, -0.81], [2.84, 1.84, 1.36], [2.95, 3.03, 0.06], [4.11, 0.66, -0.21], [3.31, 1.41, -1.59], [1.92, -0.26, -1.70], [3.90, -1.55, -0.64], [2.34, -2.30, -0.95], [3.19, -1.00, 1.67], [3.08, -2.73, 1.36], [1.17, -1.49, 2.44], [0.02, -3.26, 2.11], [1.03, -3.68, 0.74], [-1.56, -3.34, 0.39], [-0.45, -2.73, -0.82], [-3.58, -2.29, -0.79], [-4.52, -1.15, 0.16], [-3.60, -2.42, 0.97], [-4.59, 0.98, -0.32], [-4.30, 3.39, -0.75], [-2.06, 4.43, -0.58], [-0.03, 0.06, 5.17], [0.03, 0.37, 3.67], [0.16, 0.57, 2.53], [-1.12, -0.35, 5.51], [-0.01, 1.12, 5.75], [0.77, -0.81, 5.39]]
}

***

Question: What is the formula in the third record?
Answer: C4H2O2